{
  "formula": "C35H44CrN2STe",
  "method": "wB97M-V/def2-TZVPD",
  "symbols": ["Cr", "C", "C", "C", "C", "C", "C", "C", "C", "C", "C", "C", "C", "N", "C", "C", "C", "C", "C", "N", "C", "C", "C", "C", "H", "H", "H", "H", "H", "H", "H", "H", "H", "H", "H", "H", "H", "H", "H", "H", "H", "H", "H", "H", "H", "H", "H", "H", "H", "H", "H", "H", "H", "C", "C", "C", "C", "C", "C", "C", "C", "C", "C", "H", "H", "H", "H", "H", "H", "H", "H", "H", "H", "H", "H", "Te", "C", "C", "C", "C", "S", "H", "H", "H"],
  "coordinates": [[0.586699, -0.084168, 0.162112], [2.153417, -4.627557, -1.102288], [0.784761, -4.202788, -0.561097], [0.150974, -5.359931, 0.214848], [-0.112869, -3.697695, -1.678278], [-0.292485, -4.501622, -2.794554], [-1.002132, -4.058619, -3.900175], [-1.528781, -2.779553, -3.868325], [-1.398755, -1.941909, -2.762353], [-2.056344, -0.577286, -2.888121], [-1.044263, 0.475136, -3.347970], [-2.840980, -0.099150, -1.661481], [-0.690447, -2.399021, -1.624398], [-0.591006, -1.658715, -0.446669], [-1.170210, -2.272790, 0.646242], [-0.810389, -1.859963, 1.945083], [-1.219247, -2.293267, 3.215396], [-0.521586, -1.487009, 4.144307], [0.264340, -0.604143, 3.413709], [0.103013, -0.830608, 2.075045], [1.115430, 0.533386, 3.928836], [1.268288, 0.441476, 5.446738], [0.445849, 1.874231, 3.587631], [2.508558, 0.496440, 3.291086], [2.830378, -4.856765, -0.276324], [2.606312, -3.832702, -1.695522], [2.074150, -5.519216, -1.732879], [0.941500, -3.379013, 0.135858], [-0.033962, -6.213542, -0.446102], [-0.794754, -5.055701, 0.662718], [0.814851, -5.689656, 1.017997], [0.157755, -5.489755, -2.811606], [-1.136659, -4.692787, -4.768783], [-2.087613, -2.413381, -4.725711], [-2.787391, -0.693459, -3.698072], [-0.286934, 0.639970, -2.577768], [-1.544199, 1.430320, -3.541965], [-0.546008, 0.154946, -4.266277], [-2.175729, 0.247262, -0.871835], [-3.457884, -0.902728, -1.254105], [-3.497908, 0.729018, -1.950200], [-1.901599, -3.060164, 0.485960], [-1.918492, -3.089493, 3.427252], [-0.588995, -1.539681, 5.221372], [0.297715, 0.505774, 5.943797], [1.891538, 1.266586, 5.805486], [1.739413, -0.501455, 5.733990], [-0.517302, 1.956873, 4.099558], [0.262314, 1.947461, 2.516190], [1.078333, 2.718178, 3.884953], [3.030023, -0.427377, 3.553583], [3.108296, 1.353368, 3.619126], [2.446305, 0.527333, 2.202877], [-1.338427, 3.284694, -0.578261], [0.190369, 3.164997, -0.542920], [0.727776, 3.596788, -1.922467], [0.536385, 1.711594, -0.282074], [0.812133, 4.049051, 0.533291], [0.065315, 4.807526, 1.429646], [0.675987, 5.558581, 2.430623], [2.054060, 5.567361, 2.555520], [2.813957, 4.813484, 1.666033], [2.202513, 4.069971, 0.671597], [-1.719075, 2.631308, -1.361748], [-1.660861, 4.311513, -0.788184], [-1.781521, 2.950626, 0.361150], [0.276408, 2.977134, -2.698084], [1.809093, 3.470379, -1.985682], [0.482214, 4.646997, -2.120057], [1.340425, 1.615685, 0.523120], [-1.014788, 4.806145, 1.365352], [0.064281, 6.124753, 3.124333], [2.531652, 6.138728, 3.343115], [3.894242, 4.784816, 1.752413], [2.818571, 3.464723, 0.017736], [3.233570, -1.163196, -0.483441], [4.241633, 0.689526, -0.413044], [4.933205, 1.281370, 0.612366], [5.506199, 2.543257, 0.279655], [5.242634, 2.924678, -1.000567], [4.321751, 1.712229, -1.802123], [5.023776, 0.817228, 1.585146], [6.072723, 3.150485, 0.975795], [5.533429, 3.839013, -1.491707]],
  "atomic_forces_ev_per_a": [[-0.3, 0.1, 0.2], [0.0, 0.0, 0.0], [0.0, -0.1, 0.0], [0.0, 0.0, 0.0], [0.0, 0.0, 0.0], [0.0, 0.0, 0.0], [0.0, 0.0, 0.0], [0.0, 0.0, 0.0], [0.0, 0.0, 0.0], [0.0, 0.0, 0.1], [0.0, 0.0, 0.1], [0.1, 0.0, 0.0], [0.0, -0.1, -0.1], [-0.1, 0.1, -0.1], [0.0, 0.0, -0.1], [0.0, 0.1, 0.1], [0.0, 0.0, 0.0], [0.0, 0.0, 0.0], [0.0, 0.0, 0.0], [0.0, 0.0, -0.1], [0.0, 0.0, 0.0], [0.0, 0.0, 0.0], [0.0, 0.0, 0.0], [0.0, 0.0, 0.0], [0.0, 0.0, 0.0], [0.0, 0.0, 0.0], [0.0, 0.0, 0.0], [0.0, 0.0, 0.0], [0.0, 0.0, 0.0], [0.0, 0.0, 0.0], [0.0, 0.0, 0.0], [0.0, 0.0, 0.0], [0.0, 0.0, 0.0], [0.0, 0.0, 0.0], [0.0, 0.0, 0.0], [0.0, 0.0, 0.0], [0.0, 0.0, 0.0], [0.0, 0.0, 0.0], [0.0, 0.0, 0.0], [0.0, 0.0, 0.0], [0.0, 0.0, 0.0], [0.0, 0.0, 0.0], [0.0, 0.0, 0.0], [0.0, 0.0, 0.0], [0.0, 0.0, 0.0], [0.0, 0.0, 0.0], [0.0, 0.0, 0.0], [0.0, 0.0, 0.0], [0.0, 0.0, 0.0], [0.0, 0.0, 0.0], [0.0, 0.0, 0.0], [0.0, 0.0, 0.0], [0.0, 0.0, 0.0], [0.0, 0.0, 0.0], [-0.1, -0.1, 0.1], [0.0, 0.0, 0.0], [0.0, -0.4, 0.0], [0.0, 0.0, 0.0], [0.0, 0.1, 0.0], [0.0, 0.0, 0.0], [0.0, 0.0, 0.0], [0.0, 0.0, 0.0], [0.1, 0.0, 0.1], [0.0, 0.0, 0.0], [0.0, 0.0, 0.0], [0.0, 0.0, 0.0], [0.0, 0.0, 0.0], [0.0, 0.0, 0.0], [0.0, 0.0, 0.0], [0.1, 0.2, -0.1], [0.0, 0.0, 0.0], [0.0, 0.0, 0.0], [0.0, 0.0, 0.0], [0.0, 0.0, 0.0], [0.0, 0.0, 0.0], [0.2, 0.1, 0.0], [0.1, 0.1, -0.1], [0.0, 0.0, 0.0], [-0.1, 0.0, 0.1], [0.1, -0.2, 0.0], [-0.1, 0.0, 0.0], [0.0, 0.0, 0.0], [0.0, 0.0, 0.0], [0.0, 0.0, 0.0]],
  "multiplicity": 5,
  "e_above_lowest_kcal_mol": 0.0,
  "homo_lumo_gap_ev": [3.3, 5.8],
  "e_lumo_ha": [0.1631, 0.1625],
  "total_charge": -2,
  "energy_ev": -86538.452
}



{
  "formula": "C2H6O2",
  "method": "wB97M-V/def2-TZVPD",
  "symbols": ["C", "O", "H", "H", "C", "O", "H", "H", "H", "H"],
  "coordinates": [[-2.090436, -0.024263, -0.115204], [-3.120954, -0.557301, 0.219406], [-2.046644, 0.541654, -1.060694], [-1.256661, -0.016443, 0.601349], [1.212325, -0.202470, -0.140512], [1.418966, 0.844899, 0.788028], [2.126778, -0.516141, -0.658792], [0.631069, 0.212949, -0.964814], [0.772638, -1.104552, 0.280290], [2.352920, 0.821666, 1.050946]],
  "atomic_forces_ev_per_a": [[-1.1, 0.0, 0.9], [0.3, 0.0, -0.4], [0.4, -0.1, -0.1], [0.3, 0.1, -0.4], [0.6, 0.2, -1.1], [0.7, -0.2, 0.3], [0.2, 0.1, 0.4], [-0.5, -0.2, 0.2], [-0.3, 0.1, 0.2], [-0.6, 0.1, 0.0]],
  "multiplicity": 1,
  "e_above_lowest_kcal_mol": 37.0,
  "homo_lumo_gap_ev": 10.9,
  "e_lumo_ha": 0.0283,
  "total_charge": 0,
  "energy_ev": -6264.650
}



{
  "formula": "C5H10O",
  "method": "wB97M-V/def2-TZVPD",
  "symbols": ["C", "C", "O", "C", "C", "C", "H", "H", "H", "H", "H", "H", "H", "H", "H", "H"],
  "coordinates": [[2.592966, 0.160941, -0.173672], [1.217274, 0.077741, 0.457326], [0.249916, 0.192452, -0.573205], [-0.926729, -0.494433, -0.301876], [-1.916040, 0.076713, 0.671559], [-2.188978, 0.105705, -0.813530], [3.376999, 0.121157, 0.589647], [2.698445, 1.092879, -0.736909], [2.735255, -0.674022, -0.866441], [1.095503, -0.879563, 0.985530], [1.072119, 0.879178, 1.198192], [-0.822917, -1.581663, -0.338251], [-2.485180, -0.606819, 1.295482], [-1.655284, 1.020010, 1.143141], [-2.946454, -0.555333, -1.224176], [-2.096896, 1.065063, -1.312817]],
  "atomic_forces_ev_per_a": [[0.0, 0.0, 0.0], [0.2, 0.0, 0.2], [0.0, 0.0, -0.1], [-0.2, -0.2, 0.0], [0.0, 0.1, 0.2], [-0.1, 0.0, -0.2], [-0.1, 0.0, -0.1], [0.0, -0.1, 0.1], [0.0, 0.1, 0.1], [0.0, 0.1, -0.1], [0.0, -0.1, -0.1], [0.0, 0.2, 0.0], [0.1, 0.1, -0.1], [0.0, -0.1, -0.1], [0.1, 0.1, 0.1], [0.0, -0.1, 0.1]],
  "multiplicity": 1,
  "e_above_lowest_kcal_mol": 33.7,
  "homo_lumo_gap_ev": 10.8,
  "e_lumo_ha": 0.0447,
  "total_charge": 0,
  "energy_ev": -7393.306
}